C5H11NO | ωB97M-V/def2-TZVPD

## Properties
multiplicity	1
frontier orbital gap	10.42	eV
SMILES	CC(C)C=O.C=N
max |F|	0.5	eV Å⁻¹
relative energy (zero: lowest compared OMol25 entry of this formula, charge and spin)	1.873	eV

Each atom is followed by the atoms it is bonded to, with distances in Å.
Geometry (Å):
1 C -2.40 0.19 1.69  N2 1.268, H9 1.096, H10 1.093
2 N -2.12 0.88 0.67  C1 1.268, H11 1.021
3 C 0.55 -0.12 0.96  O4 1.206, C5 1.511, H8 1.116
4 O 0.98 0.80 1.61  C3 1.206
5 C 0.55 -0.21 -0.55  C3 1.511, C6 1.521, C7 1.535, H12 1.099
6 C 0.81 1.13 -1.21  C5 1.521, H13 1.094, H14 1.094, H15 1.096
7 C 1.57 -1.29 -0.92  C5 1.535, H16 1.094, H17 1.096, H18 1.097
8 H 0.17 -1.03 1.47  C3 1.116
9 H -3.27 -0.48 1.77  C1 1.096
10 H -1.73 0.23 2.55  C1 1.093
11 H -2.81 0.74 -0.07  N2 1.021
12 H -0.45 -0.58 -0.83  C5 1.099
13 H 1.77 1.55 -0.87  C6 1.094
14 H 0.02 1.84 -0.95  C6 1.094
15 H 0.85 1.02 -2.30  C6 1.096
16 H 1.57 -1.47 -2.00  C7 1.094
17 H 2.58 -0.98 -0.63  C7 1.096
18 H 1.35 -2.24 -0.42  C7 1.097